ORCA calculation (the ωB97M-V functional and the def2-TZVPD basis) on one molecule with the formula C2H3BrN2S in a non-equilibrium geometry.

```
9
Properties=species:S:1:pos:R:3:lowdin_charge:R:1
C 1.66174 -0.95728 -0.62641 -0.031
N 1.05219 -0.64978 0.39832 -0.022
N 0.51170 0.44638 0.61641 -0.045
C -0.43728 1.12331 0.79982 -0.299
S -2.33335 1.00812 -0.03788 0.121
Br -3.70721 -0.67503 -0.09667 0.088
H 1.68344 -0.38553 -1.60406 0.099
H 2.17456 -1.92765 -0.69951 0.073
H -0.60580 2.01747 1.24997 0.015
```

Output
- orbital gap (Ha) = 0.2989
- LUMO (eV) = -0.504
- net charge = 0
- 2S+1 = 1
- highest occupied orbital energy (eV) = -8.6

ORCA calculation (the ωB97M-V functional and the def2-TZVPD basis) on C4H10N4 as an isolated structure in a non-equilibrium geometry.

```
18
Properties=species:S:1:pos:R:3:lowdin_charge:R:1
C -1.50093 0.61432 -1.07053 -0.093
N -0.79319 1.73047 -1.13971 0.065
C -1.44120 -1.30079 1.26113 -0.208
N -1.79662 -0.21736 0.86480 0.020
H -1.21185 2.55871 -0.73779 0.107
H 0.25767 1.68872 -1.05045 0.041
H -1.09116 -0.26576 -1.54158 0.073
H -2.57604 0.70198 -1.05330 0.082
H -1.75631 -1.85748 2.14908 0.064
H -0.36799 -1.92600 0.71384 0.033
C 1.75382 0.28274 0.31024 -0.260
C 1.24303 -0.89233 -0.29072 -0.276
N 0.89360 -2.00884 0.35710 0.002
N 1.80905 1.42032 -0.32317 0.020
H 1.30033 -2.02844 1.29435 0.072
H 2.22257 2.15601 0.24307 0.049
H 2.05801 0.19288 1.36050 0.113
H 0.99720 -0.84916 -1.34689 0.098
```

Output
- orbital gap (alpha / beta) (Ha) = 0.2469 / 0.2377
- LUMO (alpha / beta) (eV) = -0.075 / -0.258
- net charge = 0
- 2S+1 = 1
- highest occupied orbital energy (alpha / beta) (eV) = -6.8 / -6.7

ORCA calculation (the ωB97M-V functional and the def2-TZVPD basis) on a 14-piece molecular cluster, C61H96NO40 overall in a non-equilibrium geometry.

```
198
Properties=species:S:1:pos:R:3:lowdin_charge:R:1
C -36.66925 -1.94292 10.87921 -0.040
C -35.40634 -2.74359 10.60868 -0.463
C -35.72223 -3.63527 9.39252 -0.144
C -35.66432 -2.95221 8.02369 -0.172
C -34.38317 -2.21812 7.78942 -0.137
C -33.91865 -1.28282 8.97241 -0.479
N -34.15086 -1.95632 10.28997 -0.142
O -33.57795 -1.22973 11.42528 -0.299
C -34.68505 -0.01258 8.79035 -0.041
C -32.45290 -0.99216 8.63920 -0.036
C -35.13033 -3.73962 11.80391 -0.014
H -37.02883 -1.37697 10.01985 0.046
H -36.56515 -1.27338 11.73302 0.068
H -37.41297 -2.63770 11.26944 0.076
H -36.71203 -4.04101 9.60178 0.098
H -35.05356 -4.49548 9.36052 0.087
H -36.46796 -2.21631 8.05036 0.093
H -35.72249 -3.65219 7.19017 0.101
H -34.43346 -1.73214 6.81505 0.102
H -33.62893 -2.99725 7.67901 0.093
H -34.50047 0.41027 7.80281 0.074
H -34.45228 0.76752 9.51517 0.067
H -35.75972 -0.14884 8.91131 0.053
H -31.93848 -1.95168 8.69211 0.063
H -31.95915 -0.39461 9.40551 0.053
H -32.22122 -0.51185 7.68855 0.061
H -34.21828 -4.30936 11.62595 0.058
H -35.89963 -4.50180 11.92781 0.072
H -35.06352 -3.08242 12.67092 0.058
C -33.19647 -5.76579 6.94619 -0.002
C -32.83720 -7.16147 6.45541 -0.329
C -31.98072 -7.16405 5.26252 -0.083
O -30.93259 -8.06939 5.54511 0.125
C -30.90179 -8.30034 6.81089 -0.566
O -30.02575 -8.87240 7.44776 0.127
O -31.99428 -7.75854 7.37532 0.074
H -33.53697 -5.73918 7.98131 0.059
H -34.02745 -5.44411 6.31843 0.093
H -32.43861 -4.98366 6.90136 0.084
H -33.72391 -7.77013 6.27829 0.157
H -31.61992 -6.21731 4.86051 0.138
H -32.48989 -7.66053 4.43647 0.146
C -39.09663 4.57198 4.73531 -0.012
C -38.92867 4.70933 6.25061 -0.281
C -39.98447 4.06865 7.11564 -0.074
O -39.42428 2.85113 7.52856 0.071
C -38.18131 2.74556 7.18671 -0.540
O -37.39456 1.82218 7.48766 0.089
O -37.83231 3.82885 6.49020 0.086
H -39.98452 5.15911 4.50076 0.084
H -39.38976 3.55260 4.48426 0.078
H -38.22608 4.90808 4.17203 0.098
H -38.71923 5.73077 6.56825 0.156
H -40.91086 3.84201 6.58788 0.146
H -40.19199 4.68043 7.99357 0.142
C -40.36452 -0.00595 7.19648 -0.003
C -39.28198 -0.92862 7.67164 -0.305
C -39.52697 -1.82599 8.89919 -0.069
O -39.00554 -3.07670 8.46436 0.054
C -38.82472 -3.06750 7.11347 -0.489
O -38.32086 -4.05930 6.49550 0.061
O -39.05849 -1.85820 6.63075 0.074
H -40.13258 0.52434 6.27285 0.089
H -40.56641 0.75051 7.95483 0.087
H -41.30705 -0.50090 6.96247 0.097
H -38.30071 -0.46105 7.75278 0.124
H -40.59172 -1.84873 9.13130 0.137
H -39.01794 -1.46029 9.79095 0.109
C -36.59131 -2.05331 4.36815 0.020
C -36.71330 -0.57413 4.86727 -0.339
C -35.47545 0.18124 4.64757 -0.107
O -35.98182 1.36120 4.01678 0.070
C -37.32264 1.15116 3.66977 -0.518
O -38.07226 1.95272 3.14331 0.119
O -37.72072 0.00039 4.11531 0.126
H -35.79313 -2.59033 4.88063 0.072
H -36.46444 -2.04076 3.28563 0.097
H -37.47643 -2.61785 4.66133 0.062
H -36.98890 -0.56386 5.92180 0.131
H -34.66339 -0.29339 4.09678 0.128
H -35.01295 0.39755 5.61059 0.114
C -30.05424 1.65776 7.91971 0.002
C -29.49846 3.08430 7.75242 -0.358
C -28.37293 3.41972 8.71657 -0.132
O -27.52927 4.17071 7.95067 0.083
C -27.86587 4.04522 6.63195 -0.497
O -27.23553 4.56114 5.75816 0.162
O -28.96758 3.23318 6.49797 0.091
H -30.25307 1.57393 8.98813 0.067
H -29.25046 0.99656 7.59591 0.095
H -30.88873 1.39612 7.26912 0.066
H -30.34394 3.76106 7.87601 0.159
H -27.80796 2.59867 9.15792 0.145
H -28.80295 3.98271 9.54496 0.126
C -36.13433 -7.08663 9.19849 0.011
C -37.06371 -7.94996 8.28951 -0.288
C -37.25870 -7.33962 6.94875 -0.124
O -36.75409 -8.31135 6.13772 0.112
C -36.30816 -9.33104 6.78877 -0.685
O -35.74047 -10.23678 6.26134 0.154
O -36.43360 -9.16445 8.04333 0.151
H -36.08584 -7.55434 10.18185 0.088
H -36.67744 -6.14655 9.29539 0.068
H -35.12431 -6.84925 8.86442 0.061
H -38.05090 -8.08334 8.73197 0.160
H -36.79412 -6.35691 6.86781 0.130
H -38.32748 -7.32399 6.73531 0.144
C -30.99316 0.93501 13.27063 0.008
C -31.07999 1.64773 11.87979 -0.255
C -32.49231 2.25101 11.60854 -0.114
O -32.20543 3.57213 11.30461 0.072
C -30.91797 3.88734 11.53736 -0.569
O -30.36473 4.95508 11.48345 0.137
O -30.25314 2.81146 11.96352 0.074
H -31.54318 0.00027 13.16183 0.063
H -31.41668 1.46824 14.12175 0.092
H -29.96473 0.63328 13.46908 0.087
H -30.77277 1.09545 10.99171 0.112
H -33.10294 2.12926 12.50319 0.113
H -32.96890 1.79180 10.74246 0.113
C -33.10159 -7.50203 11.30387 -0.006
C -33.03594 -8.72901 10.37948 -0.316
C -31.86914 -9.59959 10.69771 -0.104
O -32.43201 -10.87514 10.82624 0.098
C -33.76794 -10.79507 10.93011 -0.518
O -34.57327 -11.69691 11.19215 0.110
O -34.13749 -9.52927 10.73996 0.075
H -32.11736 -7.08599 11.51909 0.073
H -33.70266 -7.64932 12.20116 0.102
H -33.53072 -6.66980 10.74589 0.052
H -33.06842 -8.44531 9.32754 0.134
H -31.41819 -9.22280 11.61573 0.134
H -31.14348 -9.47877 9.89340 0.133
C -35.85114 3.14707 11.73984 0.008
C -37.02901 2.85079 10.74442 -0.303
C -37.52820 1.44560 11.01139 -0.084
O -38.97072 1.57153 11.06853 0.099
C -39.30785 2.83328 11.05863 -0.539
O -40.45963 3.25557 11.05565 0.116
O -38.17893 3.62466 10.96179 0.081
H -35.26170 3.91716 11.24220 0.080
H -35.16899 2.33150 11.97985 0.054
H -36.13692 3.60410 12.68723 0.092
H -36.72544 2.77805 9.70008 0.134
H -37.08966 1.08518 11.94191 0.100
H -37.12670 0.84964 10.19181 0.100
C -31.20887 0.18656 4.27138 -0.018
C -30.98609 -1.16621 3.64202 -0.293
C -30.80586 -2.34603 4.66252 -0.118
O -31.76541 -3.25879 4.27852 0.031
C -32.59958 -2.74681 3.28003 -0.454
O -33.61133 -3.29070 2.81685 0.113
O -32.17228 -1.50879 2.93271 0.075
H -30.26063 0.59441 4.62155 0.087
H -31.82826 0.15600 5.16778 0.069
H -31.67500 0.85025 3.54315 0.096
H -30.09642 -1.17667 3.01236 0.151
H -30.96817 -2.08763 5.70894 0.123
H -29.79658 -2.74959 4.58139 0.132
C -38.54428 -3.64367 14.21539 -0.008
C -39.77311 -4.17522 15.03419 -0.301
C -39.66866 -3.84252 16.49040 -0.083
O -40.74835 -2.91341 16.64572 0.096
C -41.54657 -2.94304 15.58924 -0.602
O -42.64610 -2.41740 15.51295 0.130
O -41.00062 -3.60430 14.61935 0.129
H -38.78269 -3.59221 13.15303 0.077
H -37.65222 -4.25887 14.33318 0.089
H -38.32374 -2.62690 14.54042 0.063
H -39.68280 -5.24915 14.87104 0.148
H -38.71663 -3.33015 16.62905 0.129
H -39.66602 -4.75153 17.09189 0.138
C -36.99258 0.11314 14.85558 -0.005
C -35.76699 -0.80797 15.10701 -0.290
C -34.39523 -0.34259 14.59257 -0.139
O -33.59028 -0.18746 15.68812 0.077
C -34.25670 -0.55365 16.80833 -0.487
O -33.73836 -0.49878 17.92343 0.118
O -35.57401 -0.75478 16.51246 0.067
H -36.75956 1.13312 15.16129 0.092
H -37.80773 -0.28226 15.46163 0.080
H -37.23125 0.11867 13.79205 0.057
H -36.06029 -1.80991 14.79366 0.127
H -34.53089 0.59311 14.05021 0.120
H -33.98592 -1.01241 13.83632 0.105
C -31.33387 -4.35227 10.59750 -0.019
C -30.22022 -3.26370 10.58689 -0.280
C -30.48019 -2.10836 11.58142 -0.064
O -29.18886 -2.04172 12.17617 0.100
C -28.48756 -3.05828 11.97110 -0.627
O -27.48767 -3.25979 12.65355 0.109
O -29.03838 -3.87968 11.05764 0.100
H -32.27297 -3.92394 10.24717 0.056
H -31.55733 -4.76335 11.58196 0.080
H -31.18583 -5.19622 9.92374 0.072
H -30.11929 -2.82040 9.59624 0.135
H -31.29813 -2.27692 12.28188 0.126
H -30.60542 -1.14628 11.08461 0.101
```

Output
- orbital gap (Ha) = 0.2140
- LUMO (eV) = 1.455
- net charge = -1
- 2S+1 = 1
- highest occupied orbital energy (eV) = -4.4